Record 1
Molecular formula: C6H14NO
Method: DFT, wB97M-V/def2-TZVPD

Structure (ORCA input):
```
! RIJCOSX wB97M-V def2-TZVPD def2/J DEFGRID3
* xyz 2 2
O 0.133 -0.394 -1.139
N 1.825 0.851 0.730
C 3.971 1.844 0.355
C -0.902 -1.334 -0.826
C 2.601 1.833 0.182
C -2.999 -1.484 0.565
C -2.291 -0.753 -0.572
C 0.507 0.799 0.636
H -2.399 -1.480 1.474
H -0.916 -2.067 -1.650
H 4.574 2.574 -0.164
H -0.148 0.098 -1.936
H 2.352 0.091 1.158
H -2.924 -0.728 -1.456
H -0.018 1.689 0.293
H -3.951 -1.015 0.787
H -0.032 -0.053 1.026
H -2.159 0.311 -0.322
H 2.083 2.560 -0.440
H -3.228 -2.514 0.316
H 4.468 1.098 0.974
H -0.548 -1.929 0.010
*
```

Results
Strongest force on any atom in hartree/bohr: 0.042
Relative energy (zero: lowest compared OMol25 entry of this formula, charge and spin) in kcal/mol: 48.2
Highest occupied orbital energy (spin up / spin down) in eV: -18.369 / -18.245
E_LUMO (spin up / spin down) in hartree: -0.373 / -0.494
Expectation value of S²: 0.778

---

Record 2
Molecular formula: C3H8N2OS
Method: DFT, wB97M-V/def2-TZVPD

Structure (ORCA input):
```
! RIJCOSX wB97M-V def2-TZVPD def2/J DEFGRID3
* xyz 0 1
S -2.719 0.189 -0.235
O 2.791 -0.131 -0.746
N 1.261 0.664 0.730
N 1.191 -1.589 -0.003
C -0.968 0.643 -0.407
C -0.193 0.512 0.935
C 1.855 -0.407 -0.026
H 1.511 1.429 0.120
H -0.291 -0.495 1.316
H 1.847 -2.241 -0.439
H -3.136 1.298 0.384
H -0.552 -0.110 -1.075
H -0.594 1.343 1.512
H 1.875 -1.423 0.886
H -0.868 1.641 -0.826
*
```

Results
Strongest force on any atom in hartree/bohr: 0.126
Relative energy (zero: lowest compared OMol25 entry of this formula, charge and spin) in kcal/mol: 57.5
Highest occupied orbital energy in eV: -9.195
E_LUMO in hartree: 0.023

---

Record 3
Molecular formula: C3H6N2O
Method: DFT, wB97M-V/def2-TZVPD

Structure (ORCA input):
```
! RIJCOSX wB97M-V def2-TZVPD def2/J DEFGRID3
* xyz 0 1
O -0.639 -0.588 0.220
N 2.538 -1.620 -1.060
N 0.687 0.872 0.562
C -1.897 -0.032 -0.133
C 1.599 0.648 -0.305
C 2.177 -0.601 -0.664
H -0.385 -0.633 1.309
H -2.268 0.657 0.630
H -1.754 0.506 -1.072
H 1.949 1.530 -0.839
H -2.610 -0.844 -0.293
H 0.605 0.105 1.644
*
```

Results
Strongest force on any atom in hartree/bohr: 0.100
Relative energy (zero: lowest compared OMol25 entry of this formula, charge and spin) in kcal/mol: 142.4
Highest occupied orbital energy in eV: -9.351
E_LUMO in hartree: -0.010

---

Record 4
Molecular formula: C14H7Cl5N3O2RbS
Method: DFT, wB97M-V/def2-TZVPD

Structure (ORCA input):
```
! RIJCOSX wB97M-V def2-TZVPD def2/J DEFGRID3
* xyz -2 1
Rb 0.327 0.342 -0.274
Cl 5.444 0.398 -6.432
Cl 5.647 0.334 -1.004
Cl 7.100 0.296 -3.780
Cl 2.316 0.520 -6.276
Cl 0.876 0.542 -3.493
S -1.344 3.118 0.666
O 2.718 0.456 -1.235
O -0.656 -1.991 0.409
N -0.527 1.046 2.783
N -1.760 1.683 3.008
N -3.313 3.234 2.460
C -3.901 -1.999 2.978
C 4.640 0.418 -4.895
C -2.855 -1.104 3.156
C -3.812 -2.915 1.926
C 2.613 0.490 -3.588
C 3.309 0.452 -2.332
C -2.728 -2.933 1.079
C -1.740 -1.109 2.328
C -1.640 -2.019 1.224
C 5.363 0.378 -3.704
C -2.089 2.594 2.157
C 4.737 0.395 -2.475
C 3.249 0.474 -4.811
C -0.580 -0.212 2.556
H -2.672 -3.634 0.254
H -3.481 3.228 3.457
H -3.351 4.154 2.050
H -2.901 -0.357 3.938
H -4.771 -1.969 3.622
H -4.623 -3.623 1.761
H 0.402 -0.688 2.485
*
```

Results
Strongest force on any atom in hartree/bohr: 0.013
Relative energy (zero: lowest compared OMol25 entry of this formula, charge and spin) in kcal/mol: 10.6
Highest occupied orbital energy in eV: -1.452
E_LUMO in hartree: 0.143

---

Record 5
Molecular formula: C39H44AsN5O4S2Ta
Method: DFT, wB97M-V/def2-TZVPD

Structure (ORCA input):
```
! RIJCOSX wB97M-V def2-TZVPD def2/J DEFGRID3
* xyz 3 1
Ta 1.243 -0.468 1.055
As -1.586 -0.869 0.807
S 0.368 -1.040 3.215
S 0.865 2.834 -0.675
O 2.613 0.916 2.015
O 2.222 2.322 -0.557
O -0.141 1.774 -0.616
O 0.533 1.395 1.899
N 2.566 -2.128 2.194
N 1.010 -2.612 0.183
N 3.403 -0.575 0.132
N 0.591 3.868 0.553
N 1.180 -0.476 -1.384
C -3.052 1.344 -0.236
C -2.770 0.616 5.091
C 1.701 1.800 2.181
C 1.957 3.195 2.608
C 1.375 4.193 -4.383
C 0.312 -5.144 -0.697
C -3.072 -5.341 1.363
C 1.214 -3.691 0.961
C -1.500 0.125 4.816
C -0.387 4.631 -2.272
C -3.417 0.306 2.792
C 4.430 -1.061 1.080
C -2.138 -0.148 2.500
C -3.792 2.076 -1.150
C 1.686 4.213 1.465
C 1.863 -3.433 2.280
C 3.928 -2.359 1.628
C -2.649 0.043 -0.534
C -1.196 -0.254 3.515
C -2.340 -4.699 2.351
C 0.676 3.741 -2.147
C 0.869 -4.967 0.556
C -3.387 -4.667 0.195
C -2.955 -3.362 -0.003
C 0.320 5.091 -4.543
C 0.504 -2.794 -1.055
C -2.971 -0.498 -1.779
C 0.151 -4.040 -1.524
C 1.564 3.516 -3.191
C -3.726 0.696 4.088
C -3.707 0.240 -2.694
C -0.555 5.295 -3.470
C -4.124 1.525 -2.380
C 0.310 -1.557 -1.869
C 2.504 -0.461 -2.062
C -2.188 -2.724 0.968
C -1.899 -3.398 2.157
C 3.510 -1.187 -1.209
C 0.150 5.858 -5.818
H 5.393 -1.179 0.581
H -3.967 -0.198 -3.648
H 4.543 -0.325 1.873
H -4.722 1.051 4.317
H 2.411 2.855 -3.061
H 0.492 -1.771 -2.924
H 0.030 -6.131 -1.039
H 0.650 6.826 -5.738
H -3.266 -2.849 -0.898
H -2.134 -5.201 3.287
H 1.451 5.178 1.907
H -0.901 6.051 -6.027
H -4.712 2.092 -3.090
H 2.571 -4.228 2.522
H -0.724 -1.211 -1.790
H 2.586 4.337 0.869
H -3.997 -5.146 -0.560
H -0.242 -4.145 -2.527
H 1.293 3.392 3.453
H 2.805 0.580 -2.171
H 2.688 -1.769 3.140
H 0.587 5.330 -6.664
H 2.070 4.038 -5.199
H -2.791 1.795 0.713
H -3.016 0.917 6.101
H 1.051 -5.808 1.212
H 1.116 -3.403 3.070
H 3.297 -2.254 -1.147
H 3.844 -3.112 0.844
H -1.375 -2.903 2.959
H -2.674 -1.498 -2.060
H 4.520 -1.063 -1.603
H -4.175 0.343 2.020
H 0.701 0.398 -1.592
H -1.370 5.999 -3.579
H 2.987 3.294 2.944
H -4.118 3.076 -0.897
H 4.588 -2.755 2.401
H -3.426 -6.352 1.519
H 3.573 0.427 0.007
H -0.315 3.717 0.979
H -0.766 0.026 5.605
H -1.059 4.818 -1.446
H 2.431 -0.899 -3.058
*
```

Results
Strongest force on any atom in hartree/bohr: 0.034
Relative energy (zero: lowest compared OMol25 entry of this formula, charge and spin) in kcal/mol: 33.0
Highest occupied orbital energy in eV: -15.978
E_LUMO in hartree: -0.342

---

Record 6
Molecular formula: C3H3AgLiO2
Method: DFT, wB97M-V/def2-TZVPD

Structure (ORCA input):
```
! RIJCOSX wB97M-V def2-TZVPD def2/J DEFGRID3
* xyz 1 1
Ag -1.108 -0.758 -0.025
O -0.198 2.520 3.567
O 0.417 0.994 0.021
C -0.338 2.024 4.574
C 2.123 0.832 -1.569
C 1.010 1.599 -0.930
Li 0.137 3.027 1.509
H 3.070 1.069 -1.057
H 2.227 1.195 -2.605
H 1.941 -0.257 -1.577
*
```

Results
Strongest force on any atom in hartree/bohr: 0.029
Relative energy (zero: lowest compared OMol25 entry of this formula, charge and spin) in kcal/mol: 49.9
Highest occupied orbital energy (spin up / spin down) in eV: -10.363 / -10.365
E_LUMO (spin up / spin down) in hartree: -0.193 / -0.193

---

Record 7
Molecular formula: C3H7NO7S
Method: DFT, wB97M-V/def2-TZVPD

Structure (ORCA input):
```
! RIJCOSX wB97M-V def2-TZVPD def2/J DEFGRID3
* xyz 0 1
S 1.808 -0.334 -0.011
O -0.480 0.490 1.676
O 0.276 -0.179 -1.939
O -0.545 -2.194 1.154
O -1.950 -1.738 -0.636
O 3.045 -0.931 -0.466
O -1.539 0.903 -0.272
O 1.730 -0.447 1.511
N 1.821 1.372 -0.159
C -1.016 0.096 0.611
C -0.961 -1.288 0.187
C 0.372 -1.002 -0.793
H 0.598 -0.062 1.852
H -1.646 1.770 0.242
H 1.693 1.593 -1.118
H 0.225 -2.723 0.840
H 2.822 1.669 0.201
H -0.624 -0.245 -2.288
H -2.305 -2.514 -0.252
*
```

Results
Strongest force on any atom in hartree/bohr: 0.070
Relative energy (zero: lowest compared OMol25 entry of this formula, charge and spin) in kcal/mol: 78.4
Highest occupied orbital energy in eV: -7.778
E_LUMO in hartree: 0.012

---

Record 8
Molecular formula: C44H110O22
Method: DFT, wB97M-V/def2-TZVPD

Structure (ORCA input):
```
! RIJCOSX wB97M-V def2-TZVPD def2/J DEFGRID3
* xyz 0 1
O -7.442 -1.932 -0.896
O -2.627 -0.933 -9.898
O -3.945 -1.260 4.252
O -1.497 2.783 2.375
O -6.435 0.153 3.491
O -3.014 4.116 -5.875
O -2.406 -0.681 -6.247
O 1.396 2.774 6.543
O 2.238 -1.239 -6.920
O 0.249 -1.038 2.337
O 7.721 1.410 -0.285
O 5.358 0.540 3.103
O 1.326 -5.323 7.275
O -2.900 3.834 -0.072
O -4.456 -1.815 -0.521
O 4.620 -0.363 5.692
O -0.855 2.840 8.397
O 5.338 3.370 -2.125
O 1.167 -5.021 3.667
O 1.588 0.117 -0.823
O 2.150 -3.048 -10.030
O -0.278 3.119 -5.719
C -2.937 -2.224 4.005
C -1.259 2.915 -4.724
C -6.391 -0.898 4.402
C -2.763 -1.057 -7.552
C 1.019 3.111 -5.175
C -0.305 1.647 7.869
C -5.595 1.275 3.757
C -5.223 -1.883 4.273
C 4.124 3.227 -2.821
C 2.465 -1.545 -5.565
C 4.704 -0.467 7.102
C 0.766 -1.515 3.558
C -1.120 -1.173 -5.879
C -2.808 4.406 1.248
C -2.607 2.864 -5.381
C 1.911 -5.076 2.466
C 6.820 2.465 -0.458
C 0.646 -0.294 0.116
C 1.264 -0.659 1.451
C -3.355 -1.513 0.311
C -8.689 -1.377 -0.494
C 1.870 -5.064 4.876
C 5.903 -0.528 5.101
C -4.127 4.111 -6.720
C 1.083 0.416 -2.109
C -5.321 -2.803 -0.037
C -3.252 4.811 -1.026
C -1.347 1.725 3.292
C 2.196 -1.846 -9.276
C 1.165 1.743 7.471
C 1.409 2.430 5.182
C 0.833 -4.971 6.002
C 8.820 1.656 0.565
C -2.061 -0.371 -8.727
C 1.946 -2.772 -11.399
C 2.319 -4.455 7.792
C 5.804 2.175 -1.554
C 5.801 -0.729 3.600
C -2.825 3.259 2.227
C 5.037 0.433 1.730
C -0.192 3.395 9.517
C -2.178 -0.356 -11.102
C 2.353 -2.297 -7.827
C -6.754 -2.363 0.248
H 3.295 -4.936 7.703
H -5.283 -2.558 5.136
H 1.688 -2.190 -5.130
H 0.449 1.301 -2.129
H 1.593 0.782 7.160
H -5.377 -3.692 -0.675
H -1.116 1.918 -4.283
H -3.789 -0.675 -7.609
H 5.082 -1.504 3.322
H -2.499 -1.043 -11.883
H -5.040 3.947 -6.135
H -3.165 4.306 -1.994
H -3.627 5.103 1.447
H -6.710 -1.566 1.006
H -2.642 -2.340 0.262
H -4.135 5.021 -7.314
H -3.105 -2.835 3.113
H 1.815 3.117 -5.922
H 1.008 3.238 4.567
H -1.869 4.963 1.188
H 6.156 1.351 -2.187
H 0.023 -1.122 -0.252
H 0.128 -5.779 5.780
H 4.582 -1.464 7.549
H -0.894 -0.625 -4.964
H -0.108 2.754 10.402
H -2.553 2.173 -6.232
H -1.946 -1.793 3.892
H -4.293 5.130 -0.949
H 1.475 -4.559 1.616
H 0.530 -0.458 -2.479
H 2.419 2.378 4.749
H 1.347 -0.784 4.134
H -4.580 0.884 3.821
H 6.792 -0.990 3.219
H -0.127 0.460 0.333
H -1.313 2.137 4.305
H 1.746 -3.197 -7.667
H 1.235 4.061 -4.670
H -5.821 2.018 2.997
H 0.884 -2.604 -11.595
H -8.483 -0.414 -0.020
H -3.627 -1.223 1.331
H -0.357 0.885 8.655
H -3.356 2.468 -4.683
H -0.493 1.142 2.955
H 4.933 1.731 -1.049
H 2.318 -3.466 7.323
H 1.132 2.238 -4.528
H 5.574 0.017 7.541
H -9.370 -1.254 -1.333
H 9.286 2.625 0.354
H -7.302 -1.498 4.337
H 2.542 -1.918 -11.740
H -2.533 5.630 -1.127
H 3.387 -2.124 -5.468
H -2.921 -0.606 -0.113
H -6.461 -0.547 5.440
H -4.116 3.278 -7.438
H 1.417 -2.361 3.315
H 1.789 2.001 8.335
H 3.748 -0.063 7.448
H -9.155 -2.089 0.196
H 7.381 3.400 -0.583
H 0.996 1.458 4.908
H -2.207 0.707 -8.608
H -0.802 1.327 6.955
H -2.947 -2.895 4.871
H -0.800 4.254 9.787
H -5.287 -2.471 3.350
H -7.214 -3.198 0.795
H -3.379 2.402 1.830
H 2.313 -3.602 -12.003
H -1.271 3.604 -3.871
H 2.972 -1.168 -9.637
H 4.295 -0.356 1.555
H 2.922 -4.673 2.604
H 4.244 2.490 -3.622
H 3.348 -2.760 -7.729
H 2.058 -4.302 8.841
H -2.188 1.016 3.287
H 1.961 -1.487 1.255
H 0.131 -1.908 4.355
H 6.335 -1.444 5.524
H 5.889 0.237 1.073
H 1.217 -1.367 -9.407
H -1.182 -2.224 -5.569
H -0.981 -0.553 -8.780
H -2.915 -2.129 -7.716
H -5.827 1.752 4.716
H -0.395 -1.092 -6.688
H 2.422 -5.991 5.063
H 2.370 -0.617 -5.009
H -1.088 -0.252 -11.040
H 0.184 -4.091 6.062
H -3.233 3.519 3.212
H 1.824 0.169 1.899
H 2.542 -4.197 4.921
H 3.953 4.222 -3.235
H -2.550 0.633 -11.391
H 3.253 3.007 -2.194
H 8.317 1.638 1.543
H 1.925 0.425 -2.799
H 4.518 1.315 1.355
H -4.984 -3.234 0.915
H 0.821 3.668 9.212
H 2.059 -6.137 2.242
H 6.229 2.650 0.450
H 6.507 0.346 5.357
H 9.606 0.905 0.521
*
```

Results
Strongest force on any atom in hartree/bohr: 0.041
Relative energy (zero: lowest compared OMol25 entry of this formula, charge and spin) in kcal/mol: 63.7
Highest occupied orbital energy in eV: -9.266
SMILES: COCCOC.COCCOC.COCCOC.COCCOC.COCCOC.COCCOC.COCCOC.COCCOC.COCCOC.COCCOC.COCCOC
E_LUMO in hartree: 0.017